No. 1
Formula: C35H35ClN3O2
Source: the Open Molecules 2025 dataset
Level of theory: wB97M-V/def2-TZVPD

The calculation puts the HOMO energy at -9.78 eV. The molar mass is 565.14 g mol⁻¹. The value obtained for the total energy is -2129.39900 a.u. As for the LUMO energy: -0.173 Eh.

```
! wB97M-V def2-TZVPD RIJCOSX def2/J DEFGRID3
* xyz 1 1
C 2.713 4.937 -1.131
N 2.399 3.538 -1.277
C 3.370 2.619 -1.553
O 4.560 2.866 -1.730
C 2.682 1.249 -1.616
C 3.217 0.254 -0.580
C 4.700 -0.003 -0.747
C 5.599 0.378 0.256
C 6.973 0.226 0.057
C 7.448 -0.354 -1.127
C 6.546 -0.754 -2.123
C 5.171 -0.590 -1.925
N 1.270 1.590 -1.411
C 0.317 0.636 -1.416
C -1.034 0.886 -1.207
C -2.022 -0.093 -1.229
C -3.427 0.184 -1.148
C -4.383 -0.856 -1.302
C -5.744 -0.621 -1.142
C -6.213 0.680 -0.892
C -5.295 1.735 -0.783
C -3.928 1.496 -0.906
C 1.036 3.025 -1.178
C 0.471 3.318 0.219
C 0.157 3.674 -2.259
H 3.794 5.062 -1.198
H 2.231 5.526 -1.918
H 2.363 5.303 -0.161
H 2.838 0.830 -2.633
H 3.009 0.648 0.427
H 2.653 -0.686 -0.694
H 5.207 0.837 1.168
H 7.670 0.563 0.828
H 8.521 -0.485 -1.280
H 6.905 -1.194 -3.056
H 4.452 -0.885 -2.695
H 0.671 -0.383 -1.619
H -1.324 1.919 -1.011
H -1.704 -1.120 -1.415
H -4.021 -1.852 -1.559
H -6.455 -1.447 -1.219
H -7.286 0.869 -0.790
H -5.653 2.751 -0.601
H -3.235 2.333 -0.814
H 1.151 2.927 0.989
H 0.366 4.403 0.341
H -0.510 2.860 0.362
H 0.625 3.548 -3.245
H -0.840 3.228 -2.287
H 0.053 4.745 -2.041
Cl -3.499 -5.442 -2.100
C -4.019 -4.693 -0.645
C -5.374 -4.641 -0.314
C -5.724 -3.932 0.840
C -4.772 -3.312 1.613
N -3.431 -3.385 1.291
C -2.533 -2.664 2.054
C -1.131 -2.715 1.877
C -0.237 -2.038 2.896
C 1.135 -1.968 2.596
C 2.025 -1.298 3.440
C 1.557 -0.709 4.626
C 0.198 -0.808 4.959
C -0.685 -1.486 4.109
O -0.570 -3.254 0.890
C -3.061 -4.127 0.178
H -6.103 -5.127 -0.952
H -6.766 -3.843 1.139
H -5.000 -2.735 2.508
H -2.978 -2.142 2.900
H 1.511 -2.444 1.690
H 3.083 -1.244 3.172
H 2.243 -0.180 5.289
H -0.182 -0.360 5.882
H -1.736 -1.596 4.378
H -2.009 -4.178 -0.046
*
```

Mulliken population analysis, charges in e, atoms 1 to 8: number 1, C, carries -0.947; number 2, N, carries 0.256; number 3, C, carries 0.255; number 4, O, carries -0.684; number 5, C, carries 0.066; number 6, C, carries -0.625; number 7, C, carries 0.322; number 8, C, carries -0.260

=====

No. 2
Formula: C35H36AsN5O10S3Tl
Source: the Open Molecules 2025 dataset
Level of theory: wB97M-V/def2-TZVPD

The calculation puts the HOMO energy (alpha / beta) at -2.34 / -2.34 eV. The molar mass is 1062.20 g mol⁻¹. The value obtained for the total energy is -5984.23823 a.u. As for the LUMO energy (alpha / beta): 0.123 / 0.060 Eh. As for the expectation value of S²: 0.7550.

```
! wB97M-V def2-TZVPD RIJCOSX def2/J DEFGRID3
* xyz -2 2
Tl -0.520 0.874 -0.108
C -3.499 -2.550 7.305
C -2.255 -3.372 6.955
N -2.263 -4.019 5.635
C -2.497 -5.447 5.518
C -3.904 -5.908 6.009
C -1.822 -3.360 4.540
S -1.480 -1.690 4.648
N -1.569 -4.059 3.444
C -1.340 -3.494 2.224
O -1.238 -2.253 2.126
C -1.269 -4.422 1.055
C -1.703 -4.053 -0.218
C -1.567 -5.001 -1.239
C -1.189 -6.326 -0.927
C -0.722 -6.647 0.358
C -0.792 -5.683 1.376
H -3.512 -2.426 8.347
H -4.412 -3.085 7.028
H -3.493 -1.585 6.756
H -2.082 -4.283 7.558
H -1.339 -2.745 7.043
H -1.672 -5.956 6.035
H -2.296 -5.638 4.475
H -3.799 -6.062 7.081
H -4.041 -6.915 5.629
H -4.764 -5.279 5.764
H -2.129 -3.091 -0.582
H -1.722 -4.680 -2.301
H -1.253 -7.057 -1.729
H -0.483 -7.664 0.565
H -0.453 -5.982 2.364
O -0.154 3.884 -3.905
As 0.279 2.190 -3.689
O 1.172 1.425 -4.873
O 0.588 1.941 -2.050
C -1.564 1.323 -4.080
C -2.252 2.001 -5.021
C -3.656 1.874 -5.158
C -4.323 0.924 -4.437
C -3.549 0.021 -3.725
C -2.253 0.261 -3.438
S -1.622 -1.032 -2.322
O -2.383 -0.752 -1.067
O -1.794 -2.315 -2.962
O -0.174 -0.630 -2.228
H -0.280 4.356 -3.051
H -1.634 2.570 -5.733
H -4.176 2.630 -5.773
H -5.440 0.859 -4.348
H -3.993 -0.928 -3.403
C 6.287 4.769 -2.743
C 4.906 4.948 -2.178
C 4.542 6.124 -1.549
C 3.233 6.303 -1.062
C 2.290 5.289 -1.190
C 2.638 4.082 -1.765
C 3.954 3.921 -2.218
S 0.688 5.412 -0.453
O 0.516 6.784 0.041
O -0.178 4.961 -1.510
N 0.670 4.331 0.695
C -0.269 4.172 1.656
C -1.147 5.217 2.115
C -2.146 4.890 3.012
C -2.275 3.602 3.565
C -1.351 2.619 3.064
N -0.364 2.925 2.246
H 6.932 5.599 -2.382
H 6.200 4.774 -3.810
H 6.746 3.889 -2.288
H 5.311 6.937 -1.447
H 3.045 7.228 -0.524
H 1.863 3.292 -1.821
H 4.186 2.973 -2.612
H -1.127 6.123 1.562
H -2.800 5.660 3.399
H -3.123 3.273 4.184
H -1.309 1.619 3.383
O 3.535 0.393 -1.574
N 4.109 -0.317 -2.445
C 5.148 -1.173 -2.074
C 5.688 -2.014 -3.067
C 5.376 -1.781 -4.428
C 4.392 -0.843 -4.768
C 3.660 -0.145 -3.764
H 5.290 -1.360 -0.983
H 6.385 -2.760 -2.762
H 5.895 -2.301 -5.260
H 4.081 -0.678 -5.774
H 2.812 0.515 -3.943
*
```

Mulliken population analysis, charges in e, atoms 1 to 8: number 1, Tl, carries 0.862; number 2, C, carries -0.922; number 3, C, carries -1.122; number 4, N, carries 0.149; number 5, C, carries -0.566; number 6, C, carries -1.136; number 7, C, carries 0.603; number 8, S, carries -0.122

=====

No. 3
Formula: C35H36BrCoN11O2Si
Source: the Open Molecules 2025 dataset
Level of theory: wB97M-V/def2-TZVPD

The calculation puts the HOMO energy (alpha / beta) at -10.68 / -10.68 eV. The molar mass is 809.67 g mol⁻¹. The value obtained for the total energy is -6354.44602 a.u. As for the LUMO energy (alpha / beta): -0.103 / -0.187 Eh. As for the expectation value of S²: 6.0543.

```
! wB97M-V def2-TZVPD RIJCOSX def2/J DEFGRID3
* xyz 1 5
Co -0.233 -0.294 0.074
C -1.735 -0.093 3.633
C -0.395 -0.729 3.429
C 0.402 -1.133 4.532
C 1.640 -1.706 4.317
C 2.089 -1.886 3.020
C 1.255 -1.476 1.951
N 0.024 -0.904 2.204
N 1.515 -1.540 0.657
Si 3.115 -1.918 -0.086
C 2.982 -1.481 -1.876
C 3.420 -3.746 0.121
C 4.385 -0.863 0.771
H -1.816 0.364 4.617
H -2.520 -0.849 3.547
H -1.910 0.664 2.869
H 0.033 -0.973 5.536
H 2.256 -2.005 5.154
H 3.054 -2.326 2.816
H 2.202 -2.041 -2.395
H 3.938 -1.712 -2.354
H 2.793 -0.413 -2.006
H 2.587 -4.334 -0.273
H 3.590 -4.052 1.154
H 4.307 -4.025 -0.454
H 3.980 0.124 1.001
H 5.240 -0.718 0.105
H 4.758 -1.301 1.698
N -0.949 -3.623 0.090
C -2.103 -2.936 0.145
N -3.233 -3.629 0.212
C -4.341 -2.886 0.264
N -5.515 -3.520 0.317
N -4.377 -1.534 0.268
C -3.199 -0.962 0.178
N -2.023 -1.588 0.107
C -3.151 0.527 0.155
C -4.302 1.287 0.256
C -4.177 2.669 0.233
C -2.918 3.229 0.108
C -1.817 2.390 0.016
N -1.933 1.064 0.040
H -0.983 -4.624 0.169
H -0.069 -3.134 0.125
H -5.536 -4.523 0.349
H -6.364 -2.985 0.348
H -5.259 0.793 0.344
H -5.055 3.297 0.312
H -2.777 4.300 0.083
H -0.810 2.773 -0.079
C 0.291 0.568 -4.147
C 0.256 0.557 -2.764
N -0.214 -0.492 -2.074
C -0.669 -1.544 -2.753
C -0.680 -1.618 -4.136
C -0.170 -0.536 -4.842
C -1.165 -2.833 -4.824
C -2.373 -3.388 -4.749
C -3.574 -2.899 -4.044
C -4.690 -3.723 -3.956
C -5.814 -3.208 -3.338
N -5.852 -1.976 -2.837
C -4.732 -1.271 -2.972
N -3.599 -1.659 -3.542
H 0.691 1.431 -4.661
H 0.657 1.380 -2.187
H -1.046 -2.377 -2.173
H -0.146 -0.556 -5.925
H -0.437 -3.329 -5.459
H -2.528 -4.308 -5.303
H -4.684 -4.722 -4.370
H -6.720 -3.799 -3.248
H -4.750 -0.259 -2.578
Br 4.857 4.489 4.884
C 3.962 3.731 3.402
C 2.795 3.012 3.612
C 2.148 2.450 2.522
C 2.655 2.609 1.237
C 3.820 3.343 1.048
C 4.483 3.904 2.129
C 1.985 1.963 0.050
O 2.401 2.178 -1.083
O 0.957 1.242 0.341
H 2.403 2.898 4.613
H 1.239 1.877 2.659
H 4.200 3.461 0.042
H 5.393 4.469 1.989
*
```

Mulliken population analysis, charges in e, atoms 1 to 8: number 1, Co, carries 1.949; number 2, C, carries -1.369; number 3, C, carries 0.603; number 4, C, carries -0.867; number 5, C, carries -0.932; number 6, C, carries -0.650; number 7, C, carries 0.794; number 8, N, carries 0.439